Record 1
A molecular structure, C42H46BrCl2GaGe2N2O3S, computed with wB97M-V/def2-TZVPD.

Positions of all 100 atoms, in Å:
Ga: 0.590 -0.843 1.138
C: 0.296 3.074 4.164
C: 0.640 1.712 3.561
Ge: -0.533 1.168 2.041
C: -2.240 0.393 2.718
C: -3.180 1.396 3.385
C: -0.975 2.739 0.960
C: -0.885 3.236 -0.276
Ge: -0.156 2.360 -1.943
C: -1.625 1.218 -2.697
C: -1.829 1.323 -4.207
C: 1.105 3.401 -3.131
C: 0.493 4.668 -3.725
C: -1.515 4.545 -0.587
C: -2.001 4.801 -1.869
C: -2.616 6.001 -2.185
C: -2.782 6.969 -1.208
C: -2.303 6.734 0.074
C: -1.668 5.544 0.380
H: 0.952 3.289 5.007
H: -0.732 3.105 4.524
H: 0.429 3.868 3.427
H: 0.548 0.929 4.319
H: 1.678 1.716 3.228
H: -1.962 -0.389 3.431
H: -2.741 -0.096 1.878
H: -2.699 1.876 4.237
H: -4.074 0.892 3.751
H: -3.498 2.167 2.684
H: -1.516 3.374 1.664
H: -2.523 1.549 -2.172
H: -1.418 0.193 -2.400
H: -1.983 2.358 -4.513
H: -2.718 0.762 -4.497
H: -0.983 0.924 -4.764
H: 1.404 2.726 -3.928
H: 1.979 3.655 -2.535
H: -0.373 4.456 -4.352
H: 1.240 5.151 -4.356
H: 0.196 5.370 -2.950
H: -1.924 4.028 -2.632
H: -2.964 6.179 -3.194
H: -3.281 7.898 -1.443
H: -2.423 7.486 0.842
H: -1.278 5.398 1.378
Br: 7.140 2.743 1.131
C: 5.729 1.553 1.518
C: 5.973 0.397 2.248
C: 4.935 -0.464 2.541
C: 3.638 -0.191 2.096
C: 3.415 0.975 1.358
C: 4.446 1.846 1.074
N: 2.538 -1.035 2.326
C: 2.529 -1.983 3.172
C: 1.331 -2.801 3.319
C: 1.239 -3.799 4.278
C: 0.060 -4.522 4.386
C: -1.002 -4.206 3.552
C: -0.834 -3.191 2.623
N: 0.309 -2.526 2.495
H: 6.975 0.179 2.587
H: 5.152 -1.356 3.114
H: 2.413 1.214 1.026
H: 4.262 2.754 0.518
H: 3.363 -2.202 3.836
H: 2.071 -3.996 4.941
H: -0.029 -5.314 5.117
H: -1.939 -4.739 3.616
H: -1.635 -2.901 1.955
Cl: 3.710 1.238 -2.442
C: 2.582 -0.126 -2.517
Cl: 1.508 -0.017 -3.902
C: 1.763 -0.112 -1.228
O: 2.003 -1.051 -0.430
O: 0.924 0.805 -0.963
H: 3.160 -1.041 -2.588
O: -0.692 -1.876 -0.083
S: -1.609 -2.470 -1.156
C: -0.561 -3.047 -2.493
C: 0.723 -3.509 -2.257
C: 1.470 -3.976 -3.328
C: 0.927 -3.984 -4.608
C: -0.361 -3.519 -4.829
C: -1.114 -3.046 -3.765
C: -2.035 -4.117 -0.579
C: -3.230 -4.643 -1.048
C: -3.582 -5.935 -0.689
C: -2.748 -6.674 0.139
C: -1.553 -6.134 0.597
C: -1.186 -4.849 0.233
H: 1.141 -3.497 -1.260
H: 2.473 -4.345 -3.159
H: 1.508 -4.375 -5.432
H: -0.780 -3.526 -5.825
H: -2.121 -2.677 -3.917
H: -3.868 -4.054 -1.695
H: -4.506 -6.362 -1.053
H: -3.031 -7.678 0.422
H: -0.901 -6.718 1.232
H: -0.249 -4.424 0.571

The total energy is -324741.95159 eV. For the HOMO-LUMO gap, the calculation gives 6.71 eV. The energy above the lowest of the compared OMol25 structures with the same formula, charge and spin is 0.000 eV. The net charge is +2.


Record 2
A gas-phase ion, C9H8NO2 (charge +1), computed with wB97M-V/def2-TZVPD.

Positions of all 20 atoms, in Å:
C: -2.431 -0.179 -0.633
C: -2.072 1.127 -1.036
C: -1.516 -1.034 -0.063
C: -0.810 1.541 -0.683
C: -0.167 -0.681 0.234
C: 0.186 0.657 -0.144
C: 0.876 -1.612 0.636
C: 2.836 1.135 0.216
C: 1.450 1.229 -0.014
N: 1.457 -2.473 -0.490
O: 1.201 -2.245 -1.627
O: 2.184 2.264 -0.369
H: -3.558 -0.398 -0.720
H: -2.775 1.717 -1.585
H: -1.938 -1.926 0.253
H: -0.333 2.529 -0.942
H: 1.715 -1.058 1.193
H: 0.523 -2.591 1.247
H: 3.429 1.133 1.061
H: 3.237 0.442 -0.515

The total energy is -15034.78545 eV. For the HOMO-LUMO gap, the calculation gives 6.76 eV. The energy above the lowest of the compared OMol25 structures with the same formula, charge and spin is 3.942 eV. The net charge is +1.


Record 3
A gas-phase ion, C9H20N3O3P2S3 (charge +1), computed with wB97M-V/def2-TZVPD.

Positions of all 40 atoms, in Å:
C: -3.690 0.733 3.034
C: -3.801 0.213 1.592
S: -2.731 1.160 0.487
C: -2.150 -0.110 -0.698
C: -0.867 -0.700 -0.230
C: -0.695 -1.546 0.829
N: 0.642 -1.812 0.937
P: 1.154 -2.854 2.262
O: 2.641 -3.301 1.950
O: 1.230 -1.842 3.484
S: -0.039 -4.286 2.536
C: 1.298 -1.151 -0.051
P: 3.081 -1.099 -0.456
S: 3.453 -1.567 -2.298
N: 0.380 -0.485 -0.761
C: 0.580 0.385 -1.930
C: 0.676 1.842 -1.479
O: 1.795 1.957 -0.597
C: 0.776 2.802 -2.657
N: 1.685 2.431 -3.729
H: -3.672 -0.089 3.739
H: -2.790 1.323 3.163
H: -4.532 1.366 3.287
H: -4.830 0.296 1.263
H: -3.546 -0.841 1.575
H: -2.905 -0.877 -0.793
H: -2.046 0.419 -1.634
H: -1.444 -1.938 1.484
H: 3.286 -2.670 2.299
H: 1.634 -0.985 3.288
H: 3.456 0.207 -0.156
H: 3.715 -1.939 0.457
H: -0.261 0.226 -2.593
H: 1.478 0.083 -2.450
H: -0.190 2.055 -0.858
H: 2.581 2.049 -1.147
H: 1.092 3.761 -2.253
H: -0.222 2.955 -3.054
H: 2.529 1.977 -3.412
H: 1.248 1.855 -4.431

The total energy is -71349.05049 eV. As for the SMILES: CCSCc1cn(P(O)(O)=S)c([PH2]=S)[n+]1C[C@@H](O)CN. For the HOMO-LUMO gap, the calculation gives 8.14 eV. The net charge is +1.


Record 4
A single C18H29N3O3S molecule, computed with wB97M-V/def2-TZVPD.

Positions of all 54 atoms, in Å:
C: -2.283 1.947 -1.637
C: -1.799 1.658 -3.038
S: -0.299 0.636 -2.968
O: 0.147 0.418 -4.315
O: -0.569 -0.522 -2.159
N: 0.754 1.663 -2.151
C: 1.825 2.222 -2.955
C: 2.973 1.233 -3.160
C: 3.463 0.683 -1.822
C: 2.287 0.079 -1.057
C: 2.668 -0.416 0.329
O: 3.556 0.080 0.994
N: 1.903 -1.442 0.759
C: 1.911 -1.882 2.133
C: 0.570 -1.594 2.817
N: 0.081 -0.257 2.525
C: 0.899 0.774 3.134
C: -1.315 -0.118 2.909
C: -2.227 -0.988 2.084
C: -3.314 -1.631 2.661
C: -4.165 -2.403 1.889
C: -3.937 -2.548 0.531
C: -2.851 -1.915 -0.051
C: -2.007 -1.139 0.721
C: 1.215 1.164 -0.875
H: -2.466 1.011 -1.114
H: -3.206 2.523 -1.657
H: -1.529 2.510 -1.093
H: -2.522 1.091 -3.618
H: -1.514 2.554 -3.581
H: 1.393 2.501 -3.916
H: 2.180 3.123 -2.445
H: 2.607 0.414 -3.782
H: 3.788 1.730 -3.688
H: 4.229 -0.077 -1.985
H: 3.906 1.477 -1.217
H: 1.844 -0.735 -1.639
H: 1.112 -1.723 0.199
H: 2.109 -2.958 2.180
H: 2.733 -1.356 2.623
H: -0.176 -2.299 2.438
H: 0.682 -1.766 3.903
H: 1.913 0.716 2.747
H: 0.491 1.750 2.872
H: 0.932 0.692 4.232
H: -1.467 -0.335 3.983
H: -1.596 0.928 2.743
H: -3.497 -1.526 3.722
H: -5.008 -2.896 2.352
H: -4.600 -3.153 -0.068
H: -2.648 -2.015 -1.107
H: -1.161 -0.655 0.259
H: 0.354 0.769 -0.337
H: 1.631 2.002 -0.307

The total energy is -40585.34634 eV. As for the SMILES: CCS(=O)(=O)N1CCC[C@@H](C(=O)NCCN(C)Cc2ccccc2)C1. For the HOMO-LUMO gap, the calculation gives 9.45 eV. The energy above the lowest of the compared OMol25 structures with the same formula, charge and spin is 0.573 eV. The net charge is 0.


Record 5
A molecular structure, C6H11NO, computed with wB97M-V/def2-TZVPD.

Positions of all 19 atoms, in Å:
C: 0.045 1.301 0.466
C: -0.674 0.638 -0.717
C: -0.231 -0.802 -0.831
N: -0.663 0.858 1.715
C: 1.466 0.769 0.420
C: -0.443 -1.576 -1.909
C: 1.571 -0.484 -0.026
O: -0.658 -1.622 0.614
H: -0.914 -0.846 1.231
H: 0.029 2.392 0.378
H: -0.073 1.023 2.525
H: -1.510 1.402 1.856
H: -1.761 0.687 -0.603
H: -0.411 1.146 -1.646
H: 2.282 1.437 0.689
H: -0.220 -2.632 -1.908
H: -0.700 -1.115 -2.852
H: 0.331 -1.623 0.812
H: 2.535 -0.954 -0.215

The total energy is -9932.93992 eV. For the HOMO-LUMO gap, the calculation gives 7.44 eV. The energy above the lowest of the compared OMol25 structures with the same formula, charge and spin is 5.515 eV. The net charge is 0.


The calculation returns the following maximum force values, one per record and in order: 1.14; 3.42; 2.04; 1.01; 1.62 eV/Å.
The calculation returns the following HOMO level values, one per record and in order: -12.9; -12.9; -12.0; -8.8; -6.7 eV.